No. 1
ORCA calculation (ωB97M-V/def2-TZVPD) on a structure of composition C5H6O2.

The geometry in XYZ format:
```
13
Properties=species:S:1:pos:R:3:forces:R:3
O -1.8843 -0.9911 2.0746 0.311 0.397 -0.238
C -1.2279 -0.1724 1.4793 -0.170 -0.261 0.175
C -1.1390 -0.1851 -0.0291 -0.038 -0.183 0.007
O -0.7483 1.0096 -0.6682 -0.092 0.180 -0.053
C 1.0827 1.3028 -0.6043 0.115 -0.040 -0.104
C 1.4049 -0.1130 -0.1003 0.008 -0.078 0.115
C 0.1300 -0.4928 -0.6858 0.025 -0.158 -0.095
H -0.6502 0.6200 1.9949 -0.079 -0.060 -0.047
H -2.0260 -0.6311 -0.4827 0.111 0.028 0.057
H 1.1881 1.2771 -1.7041 -0.023 0.024 0.185
H 2.2565 -0.5621 -0.6130 -0.125 0.101 0.014
H 1.5020 -0.1961 0.9845 -0.042 -0.010 -0.166
H 0.0872 -0.8815 -1.6972 0.000 0.060 0.149
```
Forces are in eV/Å.

Properties
Electronic energy: -9370.7317 eV
Multiplicity: 1
Relative energy (zero: lowest compared OMol25 entry of this formula, charge and spin): 146.8 kcal per mole

=====

No. 2
ORCA calculation (ωB97M-V/def2-TZVPD) on a structure of composition C6H9N.

The geometry in XYZ format:
```
16
Properties=species:S:1:pos:R:3:forces:R:3
C 1.7870 0.7552 0.9709 0.157 0.006 0.058
C 2.1562 -0.5125 0.5664 -0.331 -0.213 -0.190
C 1.7085 -1.5263 0.0071 -0.003 0.492 0.197
C 0.4137 -1.6845 -0.4736 0.059 -0.106 -0.061
C -0.7531 -0.0512 0.0803 -0.061 -0.075 0.200
C -1.3675 1.2242 -0.4393 -0.003 0.294 0.079
N -1.5342 -0.0031 -1.1755 -0.200 -0.105 -0.053
H 2.1177 1.6157 0.3854 -0.036 -0.155 0.083
H 1.6636 0.9650 2.0350 0.027 -0.049 -0.164
H 0.5053 0.4217 0.4492 0.025 -0.114 -0.069
H -0.2512 -2.4021 0.0098 0.109 0.144 -0.043
H 0.2313 -1.5732 -1.5406 0.063 -0.020 0.161
H -1.2763 -0.4438 0.9548 0.071 0.064 -0.150
H -0.7260 1.9657 -0.9144 -0.096 -0.137 0.092
H -2.2103 1.6357 0.1157 0.110 -0.065 -0.118
H -2.4650 -0.3867 -1.0313 0.108 0.037 -0.020
```
Forces are in eV/Å.

Properties
Electronic energy: -7850.6090 eV
Multiplicity: 1
Relative energy (zero: lowest compared OMol25 entry of this formula, charge and spin): 174.1 kcal per mole

=====

No. 3
ORCA calculation (ωB97M-V/def2-TZVPD) on the molecule C3H5FO.

The geometry in XYZ format:
```
10
Properties=species:S:1:pos:R:3:forces:R:3
C 0.2106 0.5843 0.1487 -0.907 1.781 -2.960
C 0.0935 -0.5901 -0.7671 -4.722 -1.857 3.365
O -1.1341 -0.9598 -1.4705 0.132 -0.170 1.442
C -0.9795 -1.7845 -0.3125 2.752 3.987 -0.665
F -0.4799 -2.9637 -0.5878 0.192 -2.303 -0.645
H 1.1863 0.7012 0.4928 1.756 -0.496 0.924
H -0.4686 0.4432 0.9125 -1.308 0.360 1.832
H 0.0880 1.5900 -0.3459 -0.524 -0.931 0.233
H 1.0057 -0.8878 -1.1055 1.991 -1.457 -1.790
H -1.6607 -1.9026 0.6038 0.639 1.086 -1.737
```
Forces are in eV/Å.

Properties
Electronic energy: -7954.4409 eV
SMILES: C[C@@H]1O[C@H]1F
Multiplicity: 1
Relative energy (zero: lowest compared OMol25 entry of this formula, charge and spin): 47.7 kcal per mole

=====

No. 4
ORCA calculation (ωB97M-V/def2-TZVPD) on a structure of composition C33H35BrF5NO2S4TaTe.

The geometry in XYZ format:
```
83
Properties=species:S:1:pos:R:3:forces:R:3
Ta -1.6019 0.3169 0.6915 0.747 -0.213 0.593
S -3.4045 0.2180 -0.8379 -0.207 0.140 -0.037
C -4.5552 -0.8667 -0.0429 0.120 -0.179 0.050
C -5.9182 -0.6235 -0.1287 -0.043 -0.037 0.019
C -6.8172 -1.5608 0.3613 0.028 0.002 -0.001
C -6.3644 -2.7474 0.9192 0.012 0.011 -0.004
C -5.0022 -3.0002 1.0055 -0.029 -0.011 -0.006
C -4.1062 -2.0526 0.5400 -0.046 0.116 -0.001
S -2.3486 -2.3087 0.6881 -0.135 0.304 -0.222
C -2.2508 -2.5890 2.4673 0.060 -0.053 -0.023
C -0.8882 -2.2348 2.9797 -0.010 -0.031 0.068
C -0.3675 -3.0458 3.9682 0.020 0.008 -0.001
C 0.8518 -2.7302 4.5417 0.005 0.028 -0.012
C 1.5019 -1.6100 4.0836 -0.021 -0.007 0.004
C 0.9307 -0.8431 3.0740 0.076 -0.033 0.060
C 1.7476 0.3519 2.6654 -0.078 0.032 0.012
S 1.0003 1.4061 1.4219 -0.071 0.033 -0.014
C 0.8279 2.9951 2.1729 -0.179 0.006 -0.229
C 1.2506 3.5227 3.3218 0.023 0.019 0.104
C 0.7173 4.7887 3.7848 -0.011 0.047 0.019
C -0.5431 5.2143 3.5434 -0.013 0.017 0.017
C -1.5350 4.4826 2.7815 0.073 -0.031 -0.082
C -1.2036 3.6921 1.7446 -0.004 -0.107 0.146
S -2.2963 2.6503 0.8596 -0.419 0.127 -0.177
N -0.2481 -1.1381 2.5083 -0.070 0.028 -0.004
H -6.2697 0.2946 -0.5795 0.001 0.004 0.002
H -7.8787 -1.3646 0.2978 -0.001 0.003 0.000
H -7.0697 -3.4803 1.2856 0.004 -0.003 0.003
H -4.6473 -3.9296 1.4321 -0.009 -0.002 0.002
H -2.4524 -3.6392 2.6640 -0.007 0.007 0.001
H -3.0144 -1.9792 2.9446 -0.011 0.042 -0.002
H -0.9265 -3.9127 4.2905 -0.002 0.000 0.001
H 1.2733 -3.3406 5.3284 0.005 0.000 -0.003
H 2.4479 -1.2989 4.5049 0.006 -0.001 0.001
H 2.7076 0.0169 2.2711 0.006 -0.008 -0.018
H 1.9373 0.9393 3.5625 -0.012 0.024 -0.033
H 1.9404 2.9923 3.9656 -0.029 -0.022 -0.027
H 1.3246 5.3522 4.4814 -0.001 -0.005 -0.002
H -0.8858 6.0974 4.0681 0.001 0.003 -0.007
H -2.5755 4.5402 3.0778 -0.004 0.001 0.004
C 2.1030 1.8615 -6.4840 -0.004 0.005 -0.002
C 2.6078 0.7259 -5.5947 0.017 0.001 0.000
C 2.5297 -0.5865 -6.3875 -0.001 -0.004 0.009
C 4.0686 1.0132 -5.2196 0.004 0.003 -0.007
C 1.7817 0.5910 -4.3190 0.014 -0.048 0.029
C 0.6864 1.3894 -4.0396 -0.025 0.013 -0.012
C -0.0107 1.2316 -2.8562 0.080 -0.042 -0.036
Br -1.4470 2.4197 -2.5841 -0.038 0.017 0.059
C 0.3378 0.2610 -1.9087 0.008 0.148 -0.014
O -0.4067 0.2284 -0.7478 -0.020 -0.419 -0.174
C 1.4298 -0.5864 -2.1788 -0.077 -0.001 0.031
C 2.1118 -0.3689 -3.3734 0.026 0.022 -0.023
C 2.0042 -1.7089 -1.2994 -0.007 -0.057 -0.016
C 1.1133 -2.0962 -0.1296 0.068 0.011 0.014
C 3.3569 -1.2410 -0.7450 0.011 0.014 0.009
C 2.2069 -2.9883 -2.1299 -0.016 0.020 0.001
H 2.7338 1.9327 -7.3706 -0.004 -0.002 -0.003
H 2.1429 2.8250 -5.9725 0.003 0.002 -0.001
H 1.0794 1.6877 -6.8212 0.000 0.004 0.005
H 3.1187 -0.5043 -7.3024 0.000 0.004 -0.002
H 1.4989 -0.8136 -6.6644 -0.001 0.000 0.001
H 2.9202 -1.4292 -5.8153 0.002 -0.003 0.009
H 4.6694 1.1226 -6.1240 -0.001 -0.002 0.002
H 4.5035 0.2054 -4.6292 0.001 0.003 -0.001
H 4.1486 1.9366 -4.6433 -0.001 0.002 -0.001
H 0.3597 2.1560 -4.7258 -0.001 0.000 0.009
H 2.9701 -0.9940 -3.5746 -0.014 -0.005 0.000
H 1.0278 -1.2816 0.5809 0.000 -0.021 -0.097
H 1.5520 -2.9440 0.4023 0.017 -0.007 -0.015
H 0.1194 -2.3903 -0.4672 0.005 0.010 0.012
H 3.2415 -0.3198 -0.1669 -0.002 -0.006 0.008
H 4.0680 -1.0353 -1.5456 -0.005 -0.004 0.013
H 3.7863 -2.0120 -0.1006 0.005 0.008 0.006
H 1.2637 -3.3190 -2.5679 0.001 -0.001 -0.008
H 2.5779 -3.7817 -1.4790 -0.001 -0.013 0.004
H 2.9299 -2.8684 -2.9340 -0.004 0.004 0.001
F -2.5619 0.1078 2.3634 -0.033 0.063 -0.067
Te -1.4884 1.7278 4.5292 -0.144 -0.023 -0.073
F -2.1052 0.2243 5.4296 0.054 0.038 0.000
F -1.3510 2.9272 5.9275 -0.001 -0.030 0.053
F 0.2541 1.1238 5.1834 0.020 -0.055 0.002
F -3.3176 2.2560 4.5053 -0.017 0.004 0.017
O 0.0967 3.7397 1.2703 0.304 0.090 0.057
```
Forces are in eV/Å.

Properties
Electronic energy: -176188.7608 eV
Charge: +1
Multiplicity: 1
Relative energy (zero: lowest compared OMol25 entry of this formula, charge and spin): 34.9 kcal per mole

=====

Frontier orbital gap values (in Ha) by entry order: 0.310; 0.356; 0.394; 0.245.
Largest force on an atom values (in hartree/bohr) by entry order: 0.0108; 0.0103; 0.1184; 0.0190.
HOMO values (in eV) by entry order: -8.052; -8.734; -9.571; -10.915.